Density functional theory data (ωB97M-V/def2-TZVPD) for a structure of composition C30H30BF3FeO5 in a non-equilibrium geometry.

Calculated values
- Lowest unoccupied orbital energy (spin up / spin down): -6.4 / -10.4 eV
- Energy: -85030.8489 eV
- Energy above the lowest of the compared OMol25 structures with the same formula, charge and spin: 0.0 kcal per mole
- Expectation value of S²: 6.0902
- Multiplicity: 5
- Charge: +2
- Gap between HOMO and LUMO (spin up / spin down): 6.19 / 4.20 eV

Geometry (Å):
1 C -3.737 2.795 1.936
2 C -2.256 3.047 2.174
3 C -2.080 4.375 2.877
4 C -1.668 1.969 3.113
5 O -1.440 0.732 2.400
6 B -0.758 0.951 1.213
7 C 0.725 0.590 1.171
8 C 1.333 0.020 2.301
9 C 2.705 0.129 2.462
10 C 3.449 0.733 1.452
11 C 4.917 0.948 1.694
12 F 5.533 1.599 0.667
13 F 5.143 1.686 2.827
14 F 5.570 -0.245 1.864
15 C 2.883 1.121 0.244
16 C 1.507 1.023 0.094
17 C -2.014 -1.110 0.036
18 C -3.340 -0.516 0.240
19 C -1.372 -2.027 0.893
20 C -0.194 -2.699 0.438
21 C 0.441 -3.647 1.224
22 C -0.059 -3.959 2.501
23 C -1.167 -3.260 3.004
24 C -1.811 -2.308 2.227
25 O -1.284 1.822 0.258
26 C -1.496 3.134 0.827
27 H -3.913 1.826 1.451
28 H -4.265 2.816 2.898
29 H -4.138 3.593 1.298
30 H -1.013 4.551 3.053
31 H -2.473 5.188 2.259
32 H -2.597 4.364 3.843
33 H -0.700 2.301 3.533
34 H -2.363 1.752 3.936
35 H 0.725 -0.454 3.070
36 H 3.181 -0.217 3.380
37 H 3.494 1.536 -0.555
38 H 1.031 1.341 -0.833
39 H -1.409 -0.667 -0.785
40 H -3.311 0.527 -0.100
41 H -4.140 -1.017 -0.337
42 H -3.634 -0.543 1.296
43 H 0.219 -2.412 -0.533
44 H 1.313 -4.181 0.830
45 H 0.435 -4.725 3.109
46 H -1.542 -3.491 4.006
47 H -2.615 -1.710 2.661
48 H -2.072 3.725 0.102
49 H -0.509 3.608 0.979
50 O -8.284 -4.837 -4.932
51 C -7.317 -4.529 -4.346
52 Fe -6.331 -3.913 -3.059
53 C -7.311 -2.451 -2.740
54 O -8.180 -1.716 -2.538
55 C -7.271 -4.818 -1.842
56 O -8.126 -5.356 -1.282
57 C -3.658 -3.382 -1.233
58 C -3.494 -4.753 -1.279
59 C -4.177 -5.610 -2.126
60 C -4.862 -5.316 -3.334
61 C -4.586 -4.158 -4.139
62 C -4.537 -2.905 -3.535
63 C -4.570 -2.736 -2.112
64 H -3.144 -2.833 -0.431
65 H -2.833 -5.221 -0.539
66 H -4.128 -6.673 -1.873
67 H -5.273 -6.197 -3.857
68 H -4.574 -4.262 -5.228
69 H -4.506 -2.000 -4.165
70 H -4.997 -1.794 -1.727